Record 1
The following is a DFT calculation (the ωB97M-V functional and the def2-TZVPD basis) of a cluster of 2 separate species, CF4OS in total in a non-equilibrium geometry.

Structure (XYZ):
```
7
Properties=species:S:1:pos:R:3:forces:R:3:lowdin_charge:R:1
S 2.0347 -0.1705 -0.4264 -1.7 1.9 1.0 1.02
F -2.8902 0.2402 0.8746 0.0 0.2 -0.1 0.07
F 2.1430 1.3875 0.1709 0.0 -1.7 -0.7 -0.32
F -2.2865 0.2614 -1.1120 -0.1 0.1 0.3 0.05
F 0.4468 -0.2795 0.0840 1.9 0.0 -0.5 -0.35
O 2.8084 -0.9832 0.4267 0.1 -0.2 0.2 -0.36
C -2.2561 -0.4559 -0.0178 -0.1 -0.3 -0.2 -0.11
```
Forces are in eV/Å.

As for the LUMO energy: 0.0 eV. The multiplicity is 1. For the HOMO-LUMO gap, the calculation gives 11.062 eV.

Record 2
The following is a DFT calculation (the ωB97M-V functional and the def2-TZVPD basis) of a cluster of 2 separate species, CH3F2PS in total in a non-equilibrium geometry.

Structure (XYZ):
```
8
Properties=species:S:1:pos:R:3:forces:R:3:lowdin_charge:R:1
S -2.0309 1.0597 -0.5033 0.0 -0.3 0.1 0.60
P 2.4848 0.0900 0.0392 -1.7 0.0 -0.2 0.83
F 1.2939 0.8732 0.7981 0.7 -0.2 0.1 -0.38
F 1.5019 -0.9896 -0.6577 0.6 0.0 0.2 -0.37
C -1.9215 -0.3357 0.2825 0.0 0.5 -0.3 -0.58
H -1.0694 -0.9890 0.1585 0.2 -0.1 0.0 -0.02
H 2.4374 0.9564 -1.0792 0.3 0.1 -0.1 -0.07
H -2.6962 -0.6649 0.9618 -0.1 -0.1 0.1 -0.01
```
Forces are in eV/Å.

As for the LUMO energy: -0.2 eV. The multiplicity is 1. For the HOMO-LUMO gap, the calculation gives 8.540 eV.

Record 3
The following is a DFT calculation (the ωB97M-V functional and the def2-TZVPD basis) of a cluster of 26 separate species, C5H63BClNO25 in total.

Structure (XYZ):
```
96
Properties=species:S:1:pos:R:3:forces:R:3:lowdin_charge:R:1
Cl 0.7422 -0.4240 -0.6271 0.0 0.3 0.2 0.74
O 3.6304 -4.2073 2.8939 0.0 0.0 -0.1 -0.06
O 2.3221 3.9837 -5.7333 -0.1 0.0 0.0 -0.05
O 6.0881 1.3596 -1.7137 0.1 0.0 0.0 -0.06
O 2.9413 4.7835 1.4048 -0.2 -0.3 0.0 -0.06
O -2.5751 -4.9798 -1.9354 0.0 0.1 -0.1 -0.04
O 3.6219 0.1719 -2.5792 -0.1 0.0 -0.1 -0.06
O 4.4833 2.3534 2.1962 0.0 0.0 0.0 -0.05
O 3.7969 4.6647 4.1578 0.4 -0.2 0.1 -0.07
O -4.1338 3.2920 -0.1575 -0.1 0.3 -0.1 -0.05
O -4.3294 -5.0824 1.0250 0.1 0.0 -0.1 -0.06
O -1.0939 -7.1193 -0.6971 -0.1 -0.1 0.1 -0.05
O 0.0207 -3.8716 -0.0160 0.0 0.0 -0.2 -0.06
O 1.9218 -2.6815 -2.6359 0.1 0.0 0.3 -0.06
O -5.8583 -2.0897 -1.5168 0.2 -0.4 0.0 -0.06
O -3.9787 -7.8403 -0.2945 0.0 0.1 0.0 -0.06
O -3.0820 -2.5185 -0.4631 0.0 0.0 0.1 -0.06
O 1.8480 0.9342 -4.9189 0.0 0.0 0.0 -0.06
O 3.7248 4.6579 8.7537 0.0 0.1 0.1 -0.06
O -6.7120 -4.9975 -0.8389 0.0 0.0 0.1 -0.05
O 5.3533 6.1028 6.6687 0.0 -0.1 0.0 -0.06
O -0.5431 2.3073 -5.0433 -0.1 0.2 -0.3 -0.05
O 2.3283 -5.6122 -1.1296 -0.1 0.2 0.1 -0.05
O -8.0041 -0.8231 -0.0897 -0.2 0.2 0.2 -0.06
O 3.4559 -2.6782 0.0670 -0.1 0.0 -0.2 -0.05
O 0.8423 2.8540 -2.6062 -0.1 0.0 0.1 -0.05
N -0.6485 4.4260 0.2477 -0.2 -0.1 0.3 0.01
C -1.0898 3.9138 1.5591 0.0 0.3 0.1 -0.26
C -1.7740 0.8695 -0.3273 0.1 -0.5 0.1 -0.20
C -2.7617 0.6580 0.8605 -0.2 -0.4 -0.5 -0.07
C -0.2349 2.7254 2.0406 0.3 0.6 0.0 -0.19
C 0.5340 1.9788 0.9392 -0.2 -0.9 0.3 -0.19
B -0.2676 0.9430 0.0766 0.0 0.3 -0.2 -0.66
H -3.9125 4.0938 -0.6427 0.0 0.0 0.0 0.05
H 1.3602 -2.7174 -3.4165 0.1 0.0 0.0 0.06
H -0.8374 2.0512 2.6477 0.0 -0.1 -0.1 0.10
H 0.1714 -3.0856 0.5195 0.0 0.0 0.0 0.02
H 4.6818 2.5642 3.1168 -0.2 0.0 0.0 0.03
H -0.8987 3.7696 -0.4853 0.1 0.1 -0.1 0.05
H 3.8328 5.6161 8.7422 0.0 0.0 -0.1 0.03
H -1.8727 0.0213 -1.0078 -0.1 0.1 -0.1 0.06
H 3.6679 1.1377 -2.5439 0.2 0.0 0.1 0.06
H -3.2258 -3.3465 -0.9416 0.1 -0.1 -0.1 0.00
H -1.6806 -4.6794 -2.1286 0.0 0.1 0.0 0.04
H -1.0665 -7.3424 0.2398 0.1 -0.1 0.0 0.06
H -5.9772 -1.1394 -1.4288 -0.2 0.0 0.1 0.03
H 3.1444 -2.8479 -0.8337 0.0 -0.1 0.0 0.00
H -2.1840 -2.2706 -0.7072 0.0 0.0 0.1 0.02
H -7.8408 -1.4723 0.6011 0.1 0.0 0.0 0.04
H -5.0932 3.3218 -0.0733 0.0 -0.1 0.0 0.05
H 4.1699 -2.0408 -0.0415 0.0 0.0 0.1 0.05
H 0.5095 3.1386 2.7259 0.1 -0.1 0.0 0.10
H -3.2558 -0.3055 0.7300 0.0 0.0 0.0 0.06
H 4.5723 5.8423 6.1669 -0.1 0.0 0.0 0.01
H 0.7512 -3.8765 -0.6519 0.0 -0.1 0.0 0.00
H 5.2606 2.6409 1.7050 0.0 0.0 -0.1 0.05
H 2.5888 4.8199 -6.1264 0.0 0.0 0.0 0.04
H -0.8248 -6.1950 -0.7226 0.0 0.1 0.1 0.01
H -3.5483 -4.5526 1.2221 0.0 0.1 0.0 0.04
H 3.6747 -3.3768 3.3767 0.0 0.0 0.0 0.03
H 3.6001 4.6800 3.2066 -0.2 0.3 0.0 -0.01
H -2.6603 -5.8132 -2.4121 -0.1 0.0 0.0 0.07
H 1.3789 4.0822 -5.5604 0.0 0.0 0.1 0.02
H -0.9256 4.7380 2.2573 -0.1 0.0 0.1 0.11
H 0.9404 2.1169 -1.9964 0.0 -0.1 -0.1 -0.01
H 5.4939 5.3687 7.2777 0.0 0.0 -0.1 0.02
H 2.0655 4.9999 1.0580 0.0 0.0 0.0 0.04
H -6.4002 -4.0859 -0.8840 -0.2 0.1 -0.2 -0.01
H -1.1271 2.7627 -5.6577 -0.1 0.0 0.1 0.06
H 5.7594 0.4952 -1.9867 -0.1 0.0 0.0 0.01
H 3.3488 4.4681 9.6187 0.0 -0.1 0.0 0.04
H -8.6375 -1.2556 -0.6711 0.1 0.0 -0.1 0.04
H -0.0758 1.6448 -5.5714 0.1 -0.1 0.2 0.04
H -5.2754 -2.3215 -0.7825 0.3 0.3 -0.2 0.01
H 2.4695 0.5448 -4.2916 0.0 -0.2 0.0 0.00
H -4.2354 -5.3056 0.0886 -0.1 0.0 0.0 0.01
H 6.5877 1.6779 -2.4722 0.0 0.0 0.0 0.04
H -1.1645 5.2779 0.0592 0.1 0.0 -0.1 0.07
H 1.3421 1.4127 1.4169 0.1 0.1 0.0 0.10
H 3.1553 -5.2859 -1.4990 0.0 -0.1 0.0 0.04
H 2.9284 3.8221 1.5216 0.2 0.0 -0.2 0.01
H 0.1767 2.5621 -3.2486 0.1 0.0 -0.1 0.00
H -3.1632 -7.4409 -0.6252 0.2 -0.1 0.0 -0.02
H -2.2950 0.6150 1.8429 0.0 0.3 0.0 0.07
H 1.7812 -1.8001 -2.2722 -0.2 0.0 -0.3 -0.06
H 4.7229 4.9272 4.2106 0.0 0.1 0.0 0.03
H -2.1628 3.7053 1.6085 0.0 -0.3 -0.2 0.09
H -3.5374 1.4169 0.7880 0.2 0.0 0.5 0.05
H 1.8341 1.8696 -4.6775 0.2 0.0 0.0 0.00
H 3.1672 -0.0684 -1.7641 -0.1 0.1 0.1 -0.01
H -6.6002 -5.2469 0.0846 0.1 0.0 0.0 0.02
H -2.1165 1.7327 -0.9049 0.2 0.2 0.1 0.09
H 2.4063 -5.4461 -0.1828 0.0 -0.1 0.0 0.04
H -4.1088 -7.4269 0.5667 -0.1 0.0 0.0 0.02
H 1.0365 2.6908 0.2746 -0.1 0.0 -0.1 0.09
H 3.5549 -3.9373 1.9707 0.0 0.1 0.0 -0.01
```
Forces are in eV/Å.

As for the LUMO energy: -0.3 eV. The multiplicity is 1. For the HOMO-LUMO gap, the calculation gives 9.549 eV.

Q: The highest HOMO-LUMO gap belongs to which entry?
A: CF4OS